Record 1
{
  "formula": "C51H64ClF5N3O5PRuS3",
  "method": "ωB97M-V/def2-TZVPD",
  "multiplicity": 2,
  "largest_force_ev_per_a": 1.706,
  "charge": 1,
  "energy_ha": -5111.89963,
  "homo_lumo_gap_ev": [2.79, 3.60],
  "symbols": ["Ru", "N", "C", "C", "C", "C", "C", "C", "S", "N", "C", "C", "C", "C", "C", "C", "N", "H", "H", "H", "H", "H", "H", "H", "H", "H", "C", "C", "C", "C", "C", "C", "C", "C", "C", "C", "C", "C", "C", "C", "C", "C", "C", "C", "C", "C", "C", "P", "C", "C", "C", "C", "C", "C", "C", "C", "H", "H", "H", "H", "H", "H", "H", "H", "H", "H", "H", "H", "H", "H", "H", "H", "H", "H", "H", "H", "H", "H", "H", "H", "H", "H", "H", "H", "H", "H", "H", "H", "H", "H", "H", "H", "H", "H", "H", "H", "H", "H", "H", "H", "H", "F", "C", "C", "F", "C", "F", "C", "S", "C", "F", "C", "F", "C", "C", "S", "O", "C", "C", "H", "H", "H", "H", "H", "H", "H", "H", "H", "H", "O", "Cl", "O", "O", "O"],
  "xyz": [[0.28030, 0.42162, 0.33086], [-2.08654, -1.63602, 3.76977], [-2.59362, -0.84090, 4.81480], [-3.04387, -1.41595, 5.99117], [-3.54126, -0.61356, 7.00990], [-3.57278, 0.76332, 6.86685], [-3.10523, 1.34400, 5.69434], [-2.63314, 0.53969, 4.67350], [-2.12061, 1.26445, 3.14339], [-1.17418, 0.06362, 2.43770], [-1.29879, -1.17075, 2.76951], [-0.56468, -2.16666, 1.97894], [-0.21551, -3.41083, 2.46989], [0.43711, -4.30320, 1.62883], [0.67495, -3.93478, 0.32043], [0.30483, -2.66036, -0.08619], [-0.27543, -1.79184, 0.73183], [-2.17370, -2.63299, 3.87304], [-3.01461, -2.49326, 6.10751], [-3.90932, -1.07344, 7.91650], [-3.96309, 1.38593, 7.65959], [-3.12317, 2.41874, 5.55917], [-0.40920, -3.68144, 3.49869], [0.74294, -5.27166, 2.00055], [1.15308, -4.60306, -0.38000], [0.47368, -2.32115, -1.09494], [6.55239, 2.22427, 0.30216], [5.83786, 2.19744, 1.65077], [6.31263, 3.36712, 2.53057], [4.34067, 2.26930, 1.54695], [3.67287, 2.87231, 0.49972], [2.30122, 2.99123, 0.48095], [1.71772, 3.72333, -0.71213], [1.69093, 5.23581, -0.45796], [2.47699, 3.44544, -2.01689], [1.46625, 2.54674, 1.57523], [2.19239, 2.02268, 2.73068], [3.56149, 1.83457, 2.61138], [1.79735, 1.61448, 4.16479], [0.74402, 2.42307, 4.91726], [1.60522, 0.08591, 4.19951], [0.15832, 3.33592, 1.68823], [0.30983, 4.40098, 2.58984], [-0.63027, 5.39571, 2.77044], [-1.77202, 5.38987, 1.98901], [-1.94610, 4.36892, 1.07486], [-1.03579, 3.31817, 0.91315], [-1.52814, 2.06171, -0.38599], [-1.73143, 2.97216, -2.06783], [-0.49147, 3.72426, -2.55372], [-1.99085, 1.84856, -3.11686], [-2.85451, 4.02185, -2.01576], [-3.38942, 1.38813, -0.11840], [-4.22969, 2.30320, 0.78590], [-3.34350, -0.04586, 0.46682], [-4.18528, 1.20046, -1.42410], [7.62037, 2.06843, 0.45051], [6.42807, 3.18888, -0.19336], [6.17481, 1.43448, -0.34798], [6.09171, 1.26141, 2.15638], [6.06113, 4.31937, 2.05990], [7.39415, 3.31942, 2.65695], [5.84668, 3.33757, 3.51606], [4.24080, 3.26927, -0.32748], [0.70457, 3.35133, -0.82066], [2.68037, 5.57773, -0.14934], [0.97659, 5.50944, 0.31870], [1.42418, 5.76899, -1.37203], [3.42091, 3.98855, -2.05495], [1.89654, 3.78194, -2.87544], [2.67702, 2.38018, -2.11636], [4.08053, 1.37960, 3.44765], [2.70350, 1.79389, 4.74442], [1.17314, 3.37300, 5.24300], [0.44903, 1.88134, 5.81779], [-0.13209, 2.64244, 4.33544], [2.57862, -0.40617, 4.18418], [1.08794, -0.26025, 3.31880], [1.06774, -0.23322, 5.09530], [1.22921, 4.44934, 3.15880], [-0.44920, 6.18641, 3.48653], [-2.51754, 6.16777, 2.08352], [-2.82815, 4.39740, 0.45521], [0.34304, 3.04588, -2.71252], [-0.20574, 4.54013, -1.89039], [-0.74862, 4.16439, -3.52020], [-1.88406, 0.84704, -2.69555], [-1.26786, 1.93442, -3.92538], [-2.97886, 1.92164, -3.56111], [-2.45474, 4.98456, -1.69674], [-3.68417, 3.77519, -1.36261], [-3.25034, 4.14721, -3.02464], [-3.69406, 2.69299, 1.64123], [-5.07029, 1.71543, 1.15816], [-4.65187, 3.14265, 0.23021], [-3.60180, -0.05195, 1.51946], [-2.38542, -0.52617, 0.31502], [-4.07774, -0.66692, -0.04029], [-4.29381, 2.09067, -2.03385], [-5.18954, 0.90383, -1.11687], [-3.78319, 0.39066, -2.02953], [-5.13081, -7.32151, -1.99302], [-4.50933, -6.13883, -1.98723], [-3.90662, -5.66848, -0.83324], [-3.94661, -6.40384, 0.28797], [-3.26353, -4.44610, -0.83579], [-2.67872, -4.03451, 0.30729], [-3.19752, -3.63693, -1.97501], [-2.40517, -2.10466, -1.95558], [-3.80379, -4.15136, -3.12969], [-3.75171, -3.44493, -4.26451], [-4.44949, -5.37270, -3.14207], [-5.01805, -5.82855, -4.26220], [2.62954, 0.15490, -5.08166], [2.28781, -0.33125, -3.68228], [0.56875, 0.10834, -3.27929], [0.22967, -0.40380, -1.88861], [-0.29457, -1.05868, -4.39014], [0.08520, -2.50967, -4.18174], [3.70116, 0.06669, -5.25378], [2.35555, 1.20545, -5.19938], [2.12420, -0.42219, -5.85596], [2.87724, 0.18831, -2.93604], [2.41809, -1.40033, -3.53669], [-0.09414, -0.70040, -5.40190], [-1.35112, -0.90438, -4.16294], [1.05626, -2.75677, -4.61336], [-0.66258, -3.14781, -4.65027], [0.09995, -2.73992, -3.11755], [2.47424, 0.60788, -0.69533], [3.06149, -0.59151, -0.09880], [4.44113, -0.37503, 0.12105], [2.83401, -1.70475, -0.95389], [2.34891, -0.78003, 1.15172]]
}

Record 2
{
  "formula": "C51H69BrN5O2Rb",
  "method": "ωB97M-V/def2-TZVPD",
  "e_above_lowest_kj_mol": 70.1,
  "largest_force_ev_per_a": 1.615,
  "charge": -2,
  "energy_ha": -5007.20094,
  "homo_lumo_gap_ev": 5.30,
  "symbols": ["Rb", "C", "N", "C", "C", "C", "N", "C", "C", "C", "C", "C", "C", "C", "O", "C", "C", "C", "C", "C", "C", "C", "C", "C", "C", "C", "C", "C", "C", "C", "O", "C", "C", "C", "C", "C", "C", "C", "C", "H", "H", "H", "H", "H", "H", "H", "H", "H", "H", "H", "H", "H", "H", "H", "H", "H", "H", "H", "H", "H", "H", "H", "H", "H", "H", "H", "H", "H", "H", "H", "H", "H", "H", "H", "H", "H", "H", "H", "H", "H", "H", "H", "H", "H", "H", "H", "H", "H", "H", "H", "H", "H", "H", "C", "N", "C", "C", "C", "C", "C", "N", "C", "C", "C", "C", "C", "C", "H", "H", "H", "H", "H", "H", "H", "H", "H", "H", "H", "Br", "C", "C", "C", "N", "C", "C", "H", "H", "H", "H"],
  "xyz": [[0.41765, -0.39121, -0.34827], [-1.50977, 2.77893, 1.50020], [-1.08204, 2.28095, 0.21117], [0.16252, 2.91287, -0.20604], [-2.14449, 2.42694, -0.76856], [-1.77495, 2.01822, -2.19015], [-1.37261, 0.63700, -2.37565], [-0.68051, 0.46511, -3.66266], [0.44511, -0.54084, -3.71411], [0.40793, -1.55264, -4.65617], [1.48397, -2.40721, -4.87980], [2.59027, -2.23587, -4.04893], [2.69939, -1.23294, -3.09331], [1.62714, -0.28585, -2.94500], [1.69422, 0.73741, -2.17272], [3.97445, -1.09194, -2.25151], [4.60288, 0.29397, -2.46335], [5.03553, -2.13442, -2.61850], [3.65487, -1.28922, -0.75989], [1.49789, -3.36525, -6.07110], [1.87726, -2.57534, -7.33497], [2.51357, -4.49808, -5.89619], [0.12025, -3.99032, -6.29675], [-2.53277, -0.25182, -2.17618], [-2.43010, -1.68720, -2.62838], [-3.19199, -2.11088, -3.70484], [-3.26179, -3.44752, -4.08927], [-2.44696, -4.33104, -3.37756], [-1.64396, -3.97319, -2.30457], [-1.69281, -2.62007, -1.82819], [-1.16552, -2.23913, -0.72971], [-0.82003, -5.08221, -1.62340], [0.02981, -5.81015, -2.67841], [0.16435, -4.60153, -0.54923], [-1.77039, -6.09179, -0.96086], [-4.27315, -3.97772, -5.10738], [-3.60388, -4.84591, -6.18071], [-5.31768, -4.83385, -4.37187], [-5.01228, -2.84576, -5.82293], [-1.71527, 3.86663, 1.47735], [-0.73794, 2.58838, 2.24656], [-2.42086, 2.26608, 1.81580], [0.02010, 3.97646, -0.47745], [0.59992, 2.38073, -1.05181], [0.87635, 2.85606, 0.61663], [-2.46849, 3.48800, -0.82689], [-3.00982, 1.85649, -0.41851], [-0.95633, 2.65423, -2.52717], [-2.65196, 2.26518, -2.82479], [-0.23567, 1.43517, -3.90378], [-1.40483, 0.22992, -4.45970], [-0.50277, -1.65413, -5.24040], [3.42861, -2.90627, -4.17643], [4.88226, 0.42285, -3.51358], [5.50703, 0.39336, -1.85235], [3.89243, 1.07261, -2.19503], [5.34938, -2.04617, -3.66209], [4.68019, -3.15384, -2.44960], [5.91524, -1.97917, -1.98781], [2.94316, -0.54956, -0.40653], [4.56029, -1.18637, -0.15345], [3.24205, -2.28783, -0.59067], [2.86381, -2.12054, -7.21884], [1.15823, -1.77233, -7.50913], [1.89232, -3.22599, -8.21730], [3.53774, -4.12225, -5.85753], [2.44508, -5.18766, -6.74301], [2.32285, -5.06138, -4.98066], [-0.62253, -3.22992, -6.53229], [-0.22947, -4.51207, -5.40738], [0.15340, -4.69592, -7.13434], [-3.41123, 0.19155, -2.68491], [-2.75025, -0.25247, -1.10248], [-3.78744, -1.36294, -4.21925], [-2.47095, -5.38081, -3.65991], [0.70529, -5.09942, -3.15969], [-0.57753, -6.28321, -3.45286], [0.63140, -6.59047, -2.20072], [0.86841, -3.87337, -0.95526], [0.73297, -5.46947, -0.19427], [-0.33578, -4.13316, 0.29350], [-2.47225, -6.51725, -1.68224], [-2.34826, -5.60498, -0.17144], [-1.20130, -6.91222, -0.51040], [-3.01118, -5.64738, -5.73848], [-2.93743, -4.24712, -6.80066], [-4.36068, -5.30118, -6.82906], [-4.84597, -5.69599, -3.89649], [-6.08507, -5.19927, -5.06379], [-5.80277, -4.24764, -3.58862], [-4.31413, -2.18292, -6.33851], [-5.59751, -2.24523, -5.12388], [-5.69823, -3.26412, -6.56548], [-3.26866, -0.64256, 2.70352], [-1.82106, -0.74816, 2.85492], [-1.26347, -1.88937, 2.89782], [0.14776, -2.14541, 3.11322], [0.68921, -3.41505, 3.24626], [2.07412, -3.26883, 3.45556], [2.33055, -1.91308, 3.43358], [1.17583, -1.23900, 3.23353], [-4.06959, -1.85666, 2.28731], [-3.86033, -2.44325, 1.04018], [-4.62660, -3.52652, 0.63694], [-5.61228, -4.03877, 1.47317], [-5.82334, -3.46477, 2.71769], [-5.05278, -2.37962, 3.11931], [-3.45177, 0.15712, 1.97762], [-3.66159, -0.27114, 3.65686], [-1.83573, -2.81664, 2.78080], [0.12637, -4.33359, 3.17668], [2.80536, -4.05062, 3.58266], [3.25721, -1.36816, 3.52128], [-3.06945, -2.07482, 0.39123], [-4.44671, -3.96569, -0.33715], [-6.21013, -4.88477, 1.15519], [-6.58457, -3.86188, 3.37939], [-5.21429, -1.93444, 4.09578], [3.10733, 2.44001, 6.15145], [2.64870, 1.63258, 4.45729], [1.50374, 0.93132, 4.37920], [1.15045, 0.26698, 3.07668], [2.00489, 0.59465, 1.95859], [3.08640, 1.30383, 2.17046], [3.52977, 1.84743, 3.37993], [0.83527, 0.81644, 5.22165], [0.10614, 0.45001, 2.81752], [3.69484, 1.47565, 1.28023], [4.42689, 2.43883, 3.46032]]
}

Record 3
{
  "formula": "C51H71ClN12O4P",
  "method": "ωB97M-V/def2-TZVPD",
  "largest_force_ev_per_a": 2.127,
  "charge": 1,
  "energy_ha": -3745.27310,
  "homo_lumo_gap_ev": 7.42,
  "symbols": ["C", "C", "C", "Cl", "N", "C", "C", "C", "C", "C", "C", "C", "C", "C", "C", "C", "C", "P", "O", "O", "O", "C", "C", "C", "C", "O", "C", "C", "C", "C", "C", "C", "C", "C", "C", "C", "H", "H", "H", "H", "H", "H", "H", "H", "H", "H", "H", "H", "H", "H", "H", "H", "H", "H", "H", "H", "H", "H", "H", "H", "H", "H", "H", "H", "H", "H", "H", "H", "H", "H", "H", "H", "H", "H", "C", "C", "N", "H", "H", "H", "C", "C", "N", "H", "H", "H", "C", "C", "N", "H", "H", "H", "C", "C", "N", "H", "H", "H", "C", "C", "N", "H", "H", "H", "C", "C", "N", "H", "H", "H", "C", "C", "N", "H", "H", "H", "C", "C", "N", "H", "H", "H", "C", "C", "N", "H", "H", "H", "C", "C", "N", "H", "H", "H", "C", "C", "N", "H", "H", "H"],
  "xyz": [[1.24205, -3.39726, 5.88329], [0.54535, -3.05387, 4.53246], [0.87573, -1.59143, 4.02030], [2.19693, -0.78982, 4.97303], [1.18352, -1.53887, 2.58377], [2.20970, -2.27903, 2.08909], [3.10298, -3.18529, 2.93585], [4.55803, -3.21984, 2.47793], [5.42772, -2.10771, 2.45766], [6.74247, -2.30106, 1.97266], [7.23587, -3.53382, 1.51224], [6.36438, -4.65497, 1.52628], [6.80703, -6.02283, 1.00149], [5.05398, -4.46872, 2.01017], [2.53133, -2.25952, 0.72054], [1.83096, -1.43449, -0.18598], [2.17661, -1.39032, -1.66549], [3.96511, -1.66836, -2.00197], [4.87022, -1.24661, -0.91975], [4.23802, -0.82130, -3.37839], [4.16502, -3.26792, -2.36161], [0.77889, -0.62101, 0.37037], [0.07263, 0.32246, -0.58870], [0.96074, 1.63139, -0.63204], [0.28265, 2.80247, -1.39790], [0.59635, 4.09081, -0.90218], [1.97504, 4.24096, -0.59956], [0.46825, -0.71053, 1.74636], [-0.66381, 0.20656, 2.22388], [-2.09481, -0.20192, 1.81164], [-2.95483, 0.84020, 1.33775], [-4.27862, 0.57858, 0.91483], [-4.82164, -0.73805, 0.92955], [-3.98242, -1.74989, 1.42675], [-2.65566, -1.49994, 1.86140], [-1.87772, -2.69955, 2.39345], [2.32907, -3.50047, 5.79509], [0.98199, -2.68960, 6.67794], [0.86618, -4.38242, 6.21122], [0.78004, -3.79292, 3.75795], [-0.52491, -3.14414, 4.75588], [-0.01166, -1.01173, 4.26978], [2.69252, -4.20695, 2.83140], [3.08852, -2.96550, 4.00804], [5.08598, -1.13193, 2.80978], [7.40120, -1.42932, 1.96773], [8.24487, -3.67999, 1.12598], [7.89890, -6.04380, 0.88297], [6.39941, -6.16535, -0.01390], [6.43073, -6.84832, 1.61672], [4.37969, -5.33339, 2.02929], [3.33750, -2.87754, 0.32164], [1.55402, -2.10421, -2.23054], [1.94274, -0.39528, -2.07399], [5.15248, -0.96590, -3.65755], [3.66949, -3.39597, -3.18660], [0.03868, -0.06904, -1.61516], [-0.92996, 0.63457, -0.27866], [1.18661, 1.87473, 0.41859], [1.92828, 1.42285, -1.11778], [-0.80377, 2.62352, -1.41639], [0.65472, 2.75847, -2.44368], [2.15719, 3.87723, 0.42598], [2.28417, 5.29534, -0.60040], [2.65035, 3.72027, -1.30075], [-0.47910, 1.17490, 1.72891], [-0.64726, 0.43336, 3.29769], [-2.62409, 1.88108, 1.27088], [-4.94259, 1.35631, 0.53218], [-5.83984, -0.91648, 0.58965], [-4.34183, -2.77933, 1.49735], [-2.43342, -3.60217, 2.08346], [-0.86672, -2.81400, 1.98928], [-1.93280, -2.67997, 3.48925], [2.73920, 8.77662, -0.00933], [3.36497, 7.53955, 0.43897], [3.85809, 6.56481, 0.79227], [3.23692, 9.17740, -0.89310], [1.69125, 8.62190, -0.26611], [2.77635, 9.54347, 0.76327], [-7.51179, -4.37277, 2.38276], [-6.18249, -4.59496, 1.83326], [-5.13254, -4.77022, 1.40138], [-8.23034, -5.09973, 2.00445], [-7.51196, -4.45183, 3.46857], [-7.88543, -3.38158, 2.13109], [-5.74847, 0.69800, 4.86783], [-6.17093, -0.49403, 4.14822], [-6.50455, -1.42496, 3.56803], [-4.81207, 0.52744, 5.39855], [-5.59715, 1.53390, 4.18465], [-6.49489, 1.00077, 5.60120], [7.69131, -5.41657, -3.42472], [8.44111, -6.18107, -2.43774], [9.03200, -6.78382, -1.66085], [7.42745, -4.42899, -3.04372], [8.26789, -5.27766, -4.33554], [6.76511, -5.92161, -3.69813], [-10.19786, -6.69231, -0.28215], [-10.53438, -6.27640, 1.07363], [-10.80011, -5.94960, 2.14124], [-9.19122, -7.10710, -0.32941], [-10.88679, -7.45527, -0.64248], [-10.24273, -5.85257, -0.97482], [9.37058, -3.92561, -7.27947], [9.51315, -5.22015, -6.62532], [9.62555, -6.24156, -6.11396], [9.15832, -3.13871, -6.55589], [10.28154, -3.64959, -7.80904], [8.55754, -3.93755, -8.00461], [-7.23482, 4.16920, -0.38180], [-7.33780, 3.35564, 0.82176], [-7.42285, 2.71069, 1.76761], [-8.19985, 4.58353, -0.66962], [-6.55228, 5.00362, -0.24156], [-6.86582, 3.58627, -1.22534], [-7.66801, 8.15998, 0.85054], [-7.37010, 7.60581, -0.46378], [-7.13539, 7.17039, -1.49929], [-8.74273, 8.22173, 1.01787], [-7.24446, 7.54425, 1.64392], [-7.25857, 9.16380, 0.95664], [-0.97046, 5.24980, -3.68328], [-0.54944, 5.95505, -4.88691], [-0.21756, 6.50929, -5.83539], [-1.96045, 5.56790, -3.35890], [-1.01417, 4.17340, -3.84501], [-0.28546, 5.42811, -2.85372], [4.63016, 7.69559, -3.66474], [4.88627, 9.11640, -3.46283], [5.08401, 10.23435, -3.29808], [4.97326, 7.36900, -4.64564], [5.14365, 7.09205, -2.91619], [3.56526, 7.47291, -3.59712], [-5.69312, 3.31119, -4.66074], [-4.73996, 3.65021, -3.61221], [-4.01422, 3.91571, -2.76459], [-5.71607, 2.23687, -4.84061], [-6.70159, 3.62435, -4.39219], [-5.43540, 3.79887, -5.60014]]
}

Question: charge of number 1 (C51H64ClF5N3O5PRuS3)?
Answer: +1

Question: The lowest charge belongs to which entry?
Answer: C51H69BrN5O2Rb

Question: What is the charge in the second record?
Answer: -2